1.
Below is a cluster of 4 separate species, CH10NO4 in total at a distorted geometry, with properties calculated with ωB97M-V/def2-TZVPD.

The geometry in ORCA input format:
```
! RIJCOSX wB97M-V def2-TZVPD def2/J DEFGRID3
* xyz 0 2
N -0.309 -1.083 -1.636
C -1.263 -0.063 -1.168
O -1.132 -0.131 0.208
H 0.661 -0.804 -1.490
H -0.478 -1.913 -1.063
H -0.921 0.899 -1.543
H -2.256 -0.388 -1.445
H 0.729 -1.648 0.883
H 0.237 -0.507 1.569
O 0.943 -1.161 1.695
H 1.759 1.009 -0.536
H 1.941 -0.195 0.355
O 2.409 0.330 -0.320
H -1.275 1.394 1.148
H -0.048 2.143 1.602
O -1.001 2.117 1.740
*
```

ΔE to the lowest compared entry with this formula, charge and spin   3.3 kcal/mol
Expectation value of S²   0.757
LUMO energy (spin up / spin down)   0.015 / -0.114 Ha
Total energy   -10876.8879 eV
Highest occupied orbital energy (spin up / spin down)   -11.5 / -11.3 eV

These are the Löwdin partial charges, in e, on atoms 1 to 5: N 0.11; C -0.34; O -0.07; H 0.06; H 0.09

2.
Below is a cluster of 4 separate species, CH10NO4 in total at a distorted geometry, with properties calculated with ωB97M-V/def2-TZVPD.

The geometry in ORCA input format:
```
! RIJCOSX wB97M-V def2-TZVPD def2/J DEFGRID3
* xyz 0 2
N -1.118 0.418 -2.005
C -0.327 1.331 -1.207
O -0.218 1.058 0.169
H -2.070 0.315 -1.667
H -0.696 -0.497 -1.830
H -0.776 2.326 -1.288
H 0.653 1.302 -1.703
H 2.040 -0.394 0.782
H 0.459 0.272 0.295
O 1.526 -0.517 -0.026
H -0.402 -2.896 0.172
H 0.815 -1.905 -0.005
O 0.532 -2.857 0.026
H -0.589 0.798 2.139
H 0.565 0.581 3.066
O -0.393 0.665 3.083
*
```

ΔE to the lowest compared entry with this formula, charge and spin   24.9 kcal/mol
Expectation value of S²   0.759
LUMO energy (spin up / spin down)   0.008 / -0.163 Ha
Total energy   -10875.9490 eV
Highest occupied orbital energy (spin up / spin down)   -10.7 / -10.7 eV

These are the Löwdin partial charges, in e, on atoms 1 to 5: N 0.03; C -0.33; O -0.05; H 0.07; H 0.07

3.
Below is a cluster of 4 separate species, CH10O3 in total, with properties calculated with ωB97M-V/def2-TZVPD.

The geometry in ORCA input format:
```
! RIJCOSX wB97M-V def2-TZVPD def2/J DEFGRID3
* xyz -1 2
C -2.450 0.432 0.484
H -1.962 -0.142 -0.296
H -2.242 1.495 0.386
H -3.519 0.248 0.340
H -2.197 0.153 1.499
H 0.595 1.984 -1.080
H 1.946 2.677 -1.137
O 1.054 2.726 -1.494
H 1.732 -1.179 -0.468
H 1.538 -1.752 -1.878
O 1.875 -0.983 -1.412
H 0.675 -1.321 1.850
H 1.718 -2.450 1.928
O 1.237 -1.887 1.278
*
```

ΔE to the lowest compared entry with this formula, charge and spin   0.0 kcal/mol
Expectation value of S²   0.750
LUMO energy (spin up / spin down)   0.146 / 0.136 Ha
Total energy   -7340.9581 eV
Highest occupied orbital energy (spin up / spin down)   0.7 / -7.2 eV

These are the Löwdin partial charges, in e, on atoms 1 to 5: C -0.15; H -0.01; H 0.00; H 0.00; H -0.02

4.
Below is a cluster of 4 separate species, CH10O3 in total at a distorted geometry, with properties calculated with ωB97M-V/def2-TZVPD.

The geometry in ORCA input format:
```
! RIJCOSX wB97M-V def2-TZVPD def2/J DEFGRID3
* xyz 1 2
C 0.019 -0.148 4.075
H -0.923 -0.240 3.544
H 0.742 -0.787 3.573
H -0.047 -0.452 5.115
H 0.420 0.863 4.014
H -1.763 0.925 -2.784
H -2.965 0.054 -2.294
O -2.014 0.206 -2.190
H 1.650 0.182 -1.116
H 3.063 0.403 -1.649
O 2.148 0.751 -1.743
H -0.647 -1.502 0.033
H -0.342 -0.437 -0.959
O -0.032 -0.744 -0.073
*
```

ΔE to the lowest compared entry with this formula, charge and spin   0.0 kcal/mol
Expectation value of S²   0.758
LUMO energy (spin up / spin down)   -0.148 / -0.440 Ha
Total energy   -7330.0722 eV
Highest occupied orbital energy (spin up / spin down)   -15.7 / -15.7 eV

These are the Löwdin partial charges, in e, on atoms 1 to 5: C -0.05; H 0.01; H 0.00; H 0.02; H 0.02